# 1
2 unconnected molecules or ions with the total composition C9H14NO5. Source: the OMol25 dataset; level of theory: ωB97M-V/def2-TZVPD.

The geometry in XYZ format:
```
29
Properties=species:S:1:pos:R:3:forces:R:3
H 0.8348 -3.0108 1.5624 0.92 -0.64 0.51
C 3.7818 -0.6416 -2.3935 0.19 0.77 -1.68
C 1.5409 -0.6861 -1.4490 -1.92 0.49 -1.16
H -0.5178 0.4661 2.3574 0.32 0.15 0.33
H 4.1311 0.1522 -3.1452 -0.58 -1.32 1.16
H -1.8781 -0.3825 0.5211 -2.31 0.27 1.27
O 1.1368 -1.7962 -1.4665 1.45 -0.10 -0.33
O -3.3870 0.1793 1.5101 -1.07 0.56 -0.89
H -4.8734 1.2660 0.4465 0.95 -0.70 0.01
H -5.1823 0.8464 2.2337 0.91 -0.37 -0.97
C -0.9419 2.6061 -1.4035 2.44 -0.35 1.51
H 3.4841 -1.5586 -2.9068 -0.11 0.23 0.01
N -0.9859 -0.5841 0.1900 1.49 -1.35 -1.60
H -1.6271 3.3791 -1.1189 -0.32 0.16 0.24
C 0.4736 0.2459 2.7629 0.80 -0.09 0.31
H 2.0869 -1.1615 2.8500 -1.16 0.33 -0.29
C 0.5937 -1.9826 1.4593 -1.88 1.45 0.79
O 2.5913 -0.0118 -1.7827 0.99 -0.43 0.60
H -1.0115 2.3717 -2.4213 0.13 0.12 -1.58
H 0.9575 1.0338 3.4589 -0.86 -1.69 -1.25
C -0.3698 -1.8709 0.5468 -0.49 0.16 -1.01
O 0.5391 0.3846 -1.2625 0.25 0.22 -0.58
C 1.0692 -0.9264 2.4337 1.17 0.14 -0.21
O -1.3484 1.4020 -0.7009 -0.72 -0.76 -0.24
C -0.6509 0.2925 -0.7238 2.14 1.22 2.39
H 4.6215 -0.8859 -1.7348 -0.70 0.40 0.52
C -4.4557 0.7329 1.3442 -0.81 0.47 1.87
H 0.1370 2.8515 -1.0737 -1.80 -0.22 -0.72
H -0.7494 -2.7111 -0.0940 0.56 0.90 0.98
```
Positions in Å, forces in eV/Å.

Properties
Net charge = +1
Lowest unoccupied orbital energy = -3.0159 eV
Relative energy (zero: lowest compared OMol25 entry of this formula, charge and spin) = 0.0 kJ/mol
Kohn-Sham gap = 9.40 eV

# 2
A molecular structure, C41H40Cl3IrN5OS2Si. Source: the OMol25 dataset; level of theory: ωB97M-V/def2-TZVPD.

The geometry in XYZ format:
```
94
Properties=species:S:1:pos:R:3:forces:R:3
C 3.7519 5.3251 -4.9975 0.00 0.00 0.00
C 3.6453 5.1884 0.3678 -0.01 -0.01 0.00
C -4.3331 -3.5123 2.7814 0.03 0.00 0.03
H -0.1776 -8.4086 0.5226 0.00 0.00 0.00
H 5.2564 2.6707 -3.5627 0.00 0.00 0.00
C 0.0311 -5.0299 0.5501 0.01 -0.02 -0.09
C -4.2516 4.6628 0.6167 0.01 -0.01 -0.01
H -5.0819 1.1615 -1.1735 0.00 -0.01 0.01
C -2.2344 0.8068 0.7839 0.07 -0.25 -0.11
C 1.5986 -1.7774 2.1384 0.00 -0.05 -0.02
C 1.7938 -1.9359 -1.0301 -0.10 -0.15 -0.09
H -2.5219 2.4155 -2.2262 0.00 0.00 0.00
H 1.9929 -2.8124 -0.4369 0.01 0.00 0.00
C 4.4695 3.3498 -3.8621 0.01 0.00 0.01
C 2.3329 0.7321 -3.3866 -0.02 0.00 0.00
H 3.4927 -1.7790 3.1155 0.00 0.00 0.01
N -1.4005 -3.3515 -0.5512 0.48 0.13 -0.09
N 1.8581 -0.3104 -2.4844 -0.11 0.05 0.04
H 3.1253 0.3265 -4.0138 0.00 -0.03 0.01
H -2.8901 3.5075 2.6521 -0.01 0.00 0.00
C -0.4243 -7.3784 0.3050 0.01 -0.01 0.01
H 0.6183 -4.2257 0.9620 0.08 0.00 -0.01
Cl 0.9139 2.1132 0.7318 -0.01 0.02 0.01
C 4.7681 4.4509 -4.6463 0.00 0.00 0.00
H 0.3056 -3.9820 4.9564 0.01 0.00 0.00
Cl 4.1084 6.7102 -5.9708 0.00 0.00 0.00
Cl 0.5365 3.7513 -3.2738 -0.02 -0.02 0.01
C -0.1511 -2.9579 3.1301 -0.13 0.15 0.05
S -2.4001 -0.1992 -0.6703 -0.50 0.24 0.60
C 2.1805 4.0007 -3.7991 0.00 0.01 -0.01
H -1.7904 -4.4442 4.7989 -0.01 -0.01 0.00
C 0.6968 -3.3759 4.1525 -0.02 0.00 0.00
H 2.6867 -3.3019 4.9356 0.00 0.00 0.00
H 3.5595 -1.6085 -2.3486 0.00 0.00 0.01
H -1.7810 3.8045 -1.4160 0.00 0.02 0.02
H 5.7785 4.6374 -4.9814 0.00 0.00 0.00
C -1.5224 -7.0793 -0.4882 -0.01 0.00 -0.01
H -1.6042 2.1645 4.2874 0.00 0.00 0.00
C 3.8787 1.5391 -0.4400 0.01 -0.03 0.06
C -1.8386 -5.7594 -0.7705 -0.07 0.02 0.04
C 3.4616 2.8979 0.0260 0.05 0.01 0.03
C -2.5060 2.5383 2.3576 0.01 -0.05 -0.01
C -3.6703 -4.1277 3.8378 -0.01 0.02 -0.03
H -4.8549 4.5207 1.5155 0.00 0.00 0.00
H 1.2096 -6.5798 1.4415 0.00 0.01 0.00
H 4.8627 1.2788 -0.0511 0.00 0.01 0.00
C -3.6367 -2.7231 1.8749 -0.07 0.08 0.04
C -1.2721 0.5733 2.9058 0.06 0.10 0.02
N 0.3341 -2.2174 2.1054 -0.35 -0.05 0.35
C -1.6005 -3.1760 3.0657 0.05 -0.09 -0.11
C -2.3051 -3.9570 3.9801 0.03 -0.04 -0.01
H -4.8453 5.2574 -0.0810 0.00 0.00 0.00
C 2.4495 5.1120 -4.5792 0.00 0.00 0.00
H -3.2436 4.0211 -2.3834 0.01 -0.01 -0.02
C 0.6875 -0.2672 -1.8192 0.04 -0.03 0.03
H -0.0654 0.4874 -1.9838 -0.01 -0.01 -0.02
H -0.9726 -3.1141 -1.4450 -0.06 0.06 -0.01
H -4.1730 -2.2276 1.0724 0.01 -0.01 0.01
H 4.0345 6.1921 0.4161 0.00 0.01 0.00
C 2.0202 -2.9846 4.1449 0.00 0.03 -0.02
C 3.1737 3.1037 -3.4238 -0.01 -0.02 0.00
N -1.4725 0.1196 1.6695 0.04 0.34 -0.47
C -2.7324 3.3454 -1.6939 0.01 -0.01 -0.01
C -1.0616 -4.7377 -0.2461 -0.09 0.00 0.14
H -2.6944 -5.5243 -1.3927 -0.01 0.00 0.00
C 2.8596 1.9043 -2.5642 -0.03 0.03 -0.03
C 2.5787 -1.3634 -1.9814 0.01 -0.03 -0.05
H -2.4062 -3.2710 -0.6801 0.00 -0.15 -0.06
H 2.0685 2.1858 -1.8647 0.03 -0.01 -0.02
H 1.6610 5.7983 -4.8513 0.00 0.00 0.00
C -2.7695 2.0593 1.0749 -0.01 0.03 0.03
N 0.6037 -1.2430 -0.9351 -0.13 0.40 0.34
C 2.4768 -2.1457 3.1333 0.02 -0.03 0.03
C -5.3264 2.0673 -0.6176 0.01 0.02 0.00
C 2.2254 3.2064 0.5082 -0.02 0.03 0.03
H -2.1360 -7.8745 -0.8894 0.00 0.00 -0.01
H -3.3724 5.2536 0.8825 0.00 0.00 0.00
Ir -1.0780 -1.6029 0.6986 0.90 -0.86 -0.61
C 0.3536 -6.3525 0.8195 -0.02 -0.01 -0.01
H 3.1605 0.7873 -0.0941 0.01 0.00 0.01
C -2.2625 -2.5394 1.9978 -0.22 0.18 0.03
H -5.8730 1.7756 0.2812 0.00 0.01 0.01
H 1.8892 -1.1157 1.3351 0.01 -0.01 0.00
H -5.9954 2.6739 -1.2322 0.00 -0.01 -0.01
H -0.7001 -0.0608 3.5710 0.03 0.03 0.00
Si -3.7925 3.0397 -0.1863 -0.04 0.01 0.02
H 5.2991 4.0522 -0.4116 0.00 0.00 0.00
C 4.2807 4.0648 -0.0501 -0.02 0.01 -0.01
O 4.0064 1.4664 -1.8590 0.02 -0.01 -0.05
C -1.7776 1.7976 3.2862 -0.02 -0.01 -0.01
H -4.2180 -4.7374 4.5432 0.01 0.00 0.00
H 1.5068 1.0470 -4.0236 0.01 0.01 0.01
H -5.4021 -3.6431 2.6694 0.00 0.00 0.00
S 2.0360 4.8702 0.8678 0.02 -0.01 0.00
```
Positions in Å, forces in eV/Å.

Properties
Net charge = +1
Lowest unoccupied orbital energy = -2.3971 eV
Relative energy (zero: lowest compared OMol25 entry of this formula, charge and spin) = 73.1 kJ/mol
Kohn-Sham gap = 7.85 eV

# 3
2 unconnected molecules or ions with the total composition C4H12NO3. Source: the OMol25 dataset; level of theory: ωB97M-V/def2-TZVPD.

The geometry in XYZ format:
```
20
Properties=species:S:1:pos:R:3:forces:R:3
C -2.2665 1.0137 -0.5887 -1.67 2.65 -1.30
C 2.3692 0.0720 0.7990 -1.71 1.69 2.32
H -2.5421 0.7311 0.3659 -0.58 -0.79 1.85
H -2.1336 -2.2090 0.0053 -2.15 -0.53 -0.96
O 1.7878 0.5739 -1.4700 -0.94 0.59 -0.64
H 2.5976 1.1675 1.0798 -0.47 -1.66 -0.49
H -2.9422 0.5922 -1.3213 0.34 -0.86 -0.27
H -0.5770 0.6390 -1.7966 0.04 0.26 1.26
H 3.2318 -0.3928 0.4422 1.60 -0.47 -0.55
N -0.8738 0.7162 -0.7969 -1.36 -0.70 -2.79
H -0.9303 -2.8354 0.6777 -0.68 1.75 -0.67
H -2.6306 2.0962 -0.6728 1.54 -0.98 0.16
O -1.3110 -1.9593 0.3461 2.70 -1.92 1.41
H 1.4720 -1.1578 -0.5272 -0.15 -0.40 -0.77
H 0.0835 -0.2656 1.9606 -1.01 0.93 -1.32
C 1.3504 -0.0966 -0.3547 0.21 -2.12 2.03
H 1.8793 1.5255 -1.2904 0.04 -0.32 0.04
C -0.1881 0.0373 0.0485 3.21 3.71 1.63
O -0.5091 0.2467 1.3225 1.01 -1.64 0.44
H 2.1325 -0.4949 1.7710 0.04 0.81 -1.38
```
Positions in Å, forces in eV/Å.

Properties
Net charge = +1
Lowest unoccupied orbital energy = -3.6547 eV
Relative energy (zero: lowest compared OMol25 entry of this formula, charge and spin) = 217.1 kJ/mol
Kohn-Sham gap = 11.54 eV